Entry 1:
The following is a quantum chemistry calculation of a cluster of 11 separate species, C15H52N10O11 in total, from OMol25.

For the HOMO energy, the calculation gives -0.291 hartree. Its total energy is -53816.516 eV. As for the SMILES: NC(N)=O.NC(N)=O.NC(N)=O.NC(N)=O.NC(N)=O.CCO.CCO.CCO.CCO.CO.CO. The HOMO-LUMO gap comes out at 0.2857 Eh.

```
! wB97M-V def2-TZVPD RIJCOSX def2/J DEFGRID3
* xyz 0 1
N -3.927 -2.397 0.122
C -3.137 -2.670 1.109
N -2.058 -1.924 1.004
O -3.397 -3.603 2.105
H -4.770 -2.937 0.191
H -3.904 -1.563 -0.510
H -1.495 -2.001 1.878
H -1.852 -1.246 0.249
N -1.354 -0.564 -1.415
C -2.391 0.216 -1.626
N -3.461 -0.491 -1.629
O -2.290 1.589 -1.388
H -0.505 -0.027 -1.137
H -1.326 -1.662 -1.511
H -4.243 0.156 -1.886
H -3.537 -1.304 -2.246
N -0.833 3.663 -0.203
C -1.460 4.198 0.799
N -1.222 5.450 0.948
O -2.397 3.563 1.620
H -0.994 2.703 -0.392
H -0.055 4.003 -0.741
H -1.733 5.925 1.762
H -0.764 6.036 0.181
N -0.378 -4.880 0.939
C 0.628 -4.178 0.411
N 0.785 -4.379 -0.808
O 1.394 -3.360 1.121
H -0.603 -4.727 1.961
H -1.180 -5.205 0.294
H 1.681 -3.958 -1.152
H 0.437 -5.190 -1.239
N -0.307 -2.369 3.218
C -0.675 -3.366 3.901
N -0.022 -4.409 3.468
O -1.573 -3.451 4.986
H 0.380 -2.477 2.457
H -0.675 -1.382 3.440
H 0.645 -4.405 2.737
H 0.032 -5.317 3.956
C 0.036 2.372 -3.531
C 0.617 2.651 -4.992
O 1.914 2.131 -5.058
H -0.731 3.156 -3.176
H 0.803 2.276 -2.768
H -0.473 1.381 -3.457
H 0.748 3.727 -4.975
H -0.015 2.338 -5.830
H 1.764 1.151 -5.025
C -2.623 1.788 4.381
C -2.388 0.267 4.251
O -1.389 0.016 3.244
H -1.722 2.292 4.436
H -3.297 2.155 5.189
H -3.083 2.143 3.451
H -3.316 -0.129 3.964
H -2.043 -0.235 5.124
H -1.642 0.570 2.497
C 1.578 -1.584 -2.074
C 3.046 -2.012 -2.139
O 3.085 -3.365 -1.792
H 1.433 -0.545 -2.390
H 1.174 -1.659 -1.067
H 0.894 -2.237 -2.677
H 3.719 -1.371 -1.607
H 3.344 -2.032 -3.213
H 3.973 -3.652 -2.048
C 1.525 -0.132 1.345
C 0.350 0.807 0.962
O 0.607 1.225 -0.331
H 2.494 0.327 1.106
H 1.418 -0.926 0.734
H 1.552 -0.374 2.357
H 0.295 1.651 1.656
H -0.587 0.189 1.040
H 1.397 1.753 -0.273
C 2.388 4.096 0.547
O 2.330 3.182 -0.574
H 1.830 3.684 1.434
H 1.920 5.000 0.038
H 3.345 4.478 0.783
H 2.346 3.671 -1.348
C 4.190 1.211 -2.220
O 3.844 0.928 -3.576
H 4.952 0.702 -1.770
H 3.265 1.084 -1.599
H 4.522 2.275 -2.212
H 3.138 1.477 -3.796
*
```

=====

Entry 2:
The following is a quantum chemistry calculation of a cluster of 11 separate species, C15H52N14O11 in total, from OMol25.

For the HOMO energy, the calculation gives -0.338 hartree. Its total energy is -59789.422 eV. As for the SMILES: NC(N)=O.NC(N)=O.NC(N)=O.NC(N)=O.NC(N)=O.NC(N)=O.NC(N)=O.CCO.CCO.CCO.CCO. The HOMO-LUMO gap comes out at 0.3515 Eh.

```
! wB97M-V def2-TZVPD RIJCOSX def2/J DEFGRID3
* xyz 0 1
N -3.213 0.744 -2.759
C -3.336 -0.283 -1.855
N -2.743 -1.526 -2.302
O -3.931 -0.102 -0.740
H -3.663 1.594 -2.629
H -2.654 0.605 -3.623
H -2.066 -1.457 -3.080
H -2.423 -2.220 -1.629
N -0.502 -2.995 -0.763
C -0.047 -3.930 -1.625
N -0.540 -5.148 -1.539
O 0.848 -3.737 -2.472
H 0.044 -2.167 -0.743
H -0.826 -3.311 0.170
H -0.262 -5.677 -2.328
H -1.411 -5.255 -1.016
N -3.846 4.168 2.533
C -3.213 3.372 1.615
N -3.920 2.230 1.433
O -2.161 3.659 1.015
H -4.823 4.003 2.581
H -3.473 5.169 2.475
H -4.891 2.192 1.595
H -3.757 1.639 0.602
N -1.680 -3.253 2.070
C -2.880 -3.536 1.458
N -3.671 -2.488 1.034
O -3.194 -4.709 1.330
H -1.554 -2.366 2.478
H -1.229 -4.076 2.493
H -4.388 -2.855 0.414
H -3.328 -1.541 0.937
N 0.340 0.795 -1.638
C 0.335 0.274 -0.377
N -0.465 0.937 0.526
O 0.973 -0.744 -0.117
H 0.670 0.201 -2.398
H -0.274 1.485 -2.022
H -0.712 0.580 1.460
H -1.098 1.498 0.027
N -0.470 -2.515 -4.751
C -1.002 -1.416 -5.297
N -1.459 -1.402 -6.632
O -0.992 -0.300 -4.732
H -0.185 -3.265 -5.382
H -0.011 -2.445 -3.839
H -2.224 -2.103 -6.707
H -1.843 -0.487 -6.770
N -0.117 -1.176 4.754
C -1.202 -0.583 4.284
N -2.243 -0.414 5.111
O -1.316 -0.219 3.105
H 0.597 -1.304 4.019
H 0.155 -1.112 5.690
H -3.076 0.031 4.755
H -2.151 -0.275 6.118
C 2.371 2.340 2.795
C 3.165 3.056 1.754
O 4.564 2.815 1.731
H 2.833 2.398 3.759
H 2.101 1.332 2.548
H 1.447 2.946 2.886
H 2.927 4.121 1.797
H 2.854 2.729 0.761
H 4.938 2.419 2.518
C 0.587 4.164 -3.205
C 0.277 4.274 -1.760
O -1.078 3.689 -1.686
H -0.035 4.882 -3.714
H 0.400 3.202 -3.697
H 1.614 4.463 -3.480
H 0.281 5.277 -1.393
H 1.044 3.709 -1.136
H -1.369 3.927 -0.785
C 4.216 -0.335 -1.592
C 3.995 0.996 -0.798
O 5.022 1.938 -1.013
H 3.953 -0.174 -2.590
H 3.417 -1.012 -1.237
H 5.210 -0.756 -1.433
H 3.958 0.778 0.314
H 3.032 1.407 -1.066
H 5.040 2.530 -0.265
C 3.853 -2.654 3.361
C 3.227 -2.080 2.130
O 1.987 -1.483 2.455
H 4.211 -1.879 4.060
H 4.678 -3.276 3.130
H 3.129 -3.296 3.904
H 3.136 -2.798 1.291
H 3.927 -1.380 1.656
H 1.587 -1.052 1.686
*
```

=====

Entry 3:
The following is a quantum chemistry calculation of a cluster of 11 separate species, C15H52N18O11 in total, from OMol25.

For the HOMO energy, the calculation gives -0.327 hartree. Its total energy is -65752.657 eV. As for the SMILES: NC(N)=O.NC(N)=O.NC(N)=O.NC(N)=O.NC(N)=O.NC(N)=O.NC(N)=O.NC(N)=O.NC(N)=O.CC(C)O.CC(C)O. The HOMO-LUMO gap comes out at 0.3269 Eh.

```
! wB97M-V def2-TZVPD RIJCOSX def2/J DEFGRID3
* xyz 0 1
N 2.654 1.724 3.298
C 3.697 2.102 4.048
N 3.372 3.206 4.748
O 4.854 1.683 3.936
H 2.713 0.884 2.738
H 1.729 2.040 3.528
H 2.486 3.675 4.700
H 4.018 3.669 5.366
N 1.749 -1.618 2.967
C 1.038 -2.749 2.801
N 1.449 -3.460 1.730
O 0.102 -3.111 3.534
H 2.455 -1.471 2.260
H 1.631 -0.939 3.696
H 2.453 -3.577 1.708
H 0.916 -4.315 1.671
N -1.275 -0.322 -0.854
C -0.117 0.342 -0.748
N 0.648 -0.154 0.254
O 0.241 1.281 -1.460
H -1.457 -1.131 -0.248
H -1.870 -0.246 -1.663
H 1.567 0.224 0.415
H 0.348 -1.002 0.706
N 5.469 -0.984 0.045
C 4.914 -0.227 1.015
N 5.819 0.676 1.468
O 3.767 -0.399 1.421
H 4.834 -1.668 -0.353
H 6.456 -1.004 -0.108
H 6.662 0.798 0.951
H 5.487 1.049 2.358
N -1.925 2.424 -3.764
C -3.098 2.122 -3.164
N -4.036 3.108 -3.243
O -3.359 1.006 -2.721
H -1.198 1.722 -3.794
H -1.828 3.365 -4.098
H -3.900 3.980 -3.718
H -4.951 2.706 -3.115
N -5.864 -2.079 0.505
C -5.863 -1.166 -0.498
N -4.600 -0.798 -0.812
O -6.892 -0.787 -1.033
H -5.035 -2.340 1.006
H -6.730 -2.581 0.608
H -4.379 -0.203 -1.600
H -3.817 -1.232 -0.357
N -2.021 -4.444 1.591
C -2.171 -3.705 0.493
N -2.848 -4.344 -0.496
O -1.639 -2.607 0.300
H -1.366 -4.162 2.313
H -2.405 -5.365 1.486
H -3.025 -3.874 -1.365
H -3.225 -5.261 -0.344
N 3.867 -1.836 -3.117
C 3.074 -2.263 -2.118
N 1.792 -1.840 -2.254
O 3.492 -2.896 -1.143
H 4.867 -1.937 -3.097
H 3.523 -1.398 -3.953
H 1.230 -1.903 -1.419
H 1.550 -1.231 -3.014
N -2.055 -1.557 -3.949
C -0.984 -1.219 -4.734
N -0.284 -2.334 -5.060
O -0.665 -0.053 -4.889
H -2.610 -0.848 -3.494
H -2.394 -2.498 -3.860
H -0.726 -3.217 -4.901
H 0.629 -2.160 -5.441
C -2.434 0.112 2.855
C -2.783 1.405 2.135
C -3.566 2.357 3.051
O -1.613 1.992 1.596
H -1.869 0.362 3.757
H -1.830 -0.684 2.413
H -3.350 -0.435 3.098
H -3.391 1.151 1.259
H -4.516 1.900 3.333
H -3.769 3.375 2.721
H -3.027 2.476 3.995
H -1.381 1.421 0.856
C 1.970 4.281 0.778
C 2.202 4.029 -0.690
C 2.985 2.806 -1.098
O 0.903 3.955 -1.293
H 2.910 4.527 1.279
H 1.435 3.477 1.287
H 1.286 5.126 0.862
H 2.616 4.920 -1.173
H 4.065 2.910 -0.967
H 2.770 2.257 -2.014
H 2.756 2.002 -0.388
H 0.691 3.003 -1.310
*
```

=====

Entry 4:
The following is a quantum chemistry calculation of a cluster of 11 separate species, C15H52N6O11 in total, from OMol25.

For the HOMO energy, the calculation gives -0.313 hartree. Its total energy is -47857.429 eV. As for the SMILES: NC(N)=O.NC(N)=O.NC(N)=O.CCO.CCO.CCO.CCO.CO.CO.CO.CO. The HOMO-LUMO gap comes out at 0.3192 Eh.

```
! wB97M-V def2-TZVPD RIJCOSX def2/J DEFGRID3
* xyz 0 1
N 0.141 0.969 -3.558
C 0.214 -0.241 -3.889
N 0.654 -0.956 -2.906
O 0.033 -0.725 -5.231
H -0.270 1.605 -4.271
H 0.373 1.274 -2.633
H 0.856 -1.929 -3.151
H 0.714 -0.739 -1.912
N 3.228 -0.334 0.078
C 2.761 -1.345 0.747
N 3.412 -2.443 0.724
O 1.673 -1.194 1.513
H 2.551 0.436 0.139
H 3.691 -0.560 -0.842
H 3.107 -3.196 1.381
H 4.379 -2.551 0.399
N 1.248 0.836 4.716
C 0.073 0.383 4.482
N -0.039 -0.372 3.470
O -0.997 0.837 5.186
H 1.290 1.411 5.535
H 2.159 0.547 4.362
H -0.963 -0.685 3.263
H 0.650 -0.546 2.733
C -1.995 3.759 -1.604
C -0.605 4.257 -1.851
O -0.529 4.651 -3.196
H -2.730 4.552 -1.799
H -2.180 3.440 -0.614
H -2.157 2.897 -2.278
H 0.136 3.457 -1.643
H -0.333 5.016 -1.101
H -0.650 3.842 -3.752
C -2.617 -1.177 -2.209
C -3.791 -0.499 -1.557
O -3.605 -0.050 -0.273
H -1.947 -1.633 -1.501
H -2.075 -0.434 -2.774
H -3.009 -1.974 -2.818
H -4.592 -1.211 -1.535
H -4.244 0.300 -2.150
H -4.436 0.296 -0.070
C 4.837 -1.813 -2.401
C 4.092 -0.922 -3.382
O 3.215 -0.021 -2.726
H 4.180 -2.303 -1.698
H 5.612 -1.325 -1.801
H 5.263 -2.677 -2.883
H 3.586 -1.596 -3.994
H 4.721 -0.335 -4.014
H 2.285 -0.261 -2.832
C -2.925 -2.930 3.490
C -3.410 -1.766 2.590
O -2.439 -1.011 1.998
H -2.127 -3.530 3.161
H -3.695 -3.542 3.769
H -2.662 -2.489 4.475
H -4.000 -1.103 3.137
H -4.037 -2.154 1.813
H -2.733 -0.842 1.096
C -0.333 0.668 -0.146
O 0.869 1.051 -0.717
H -1.247 1.253 -0.422
H -0.166 0.567 0.951
H -0.446 -0.351 -0.517
H 1.158 1.830 -0.213
C -1.452 2.818 2.235
O -2.387 1.752 1.977
H -0.839 2.532 3.095
H -1.972 3.691 2.540
H -0.664 3.035 1.482
H -1.917 0.942 2.019
C -0.895 -3.721 0.286
O -0.507 -4.967 -0.112
H -0.731 -3.699 1.375
H -1.902 -3.653 0.048
H -0.327 -2.895 -0.136
H -0.815 -5.116 -1.039
C 2.451 2.222 1.861
O 2.124 3.041 0.817
H 2.637 2.802 2.768
H 3.408 1.742 1.628
H 1.674 1.540 2.054
H 2.954 3.526 0.724
*
```

=====

Entry 5:
The following is a quantum chemistry calculation of a structure of composition C15H52O11, from OMol25.

For the HOMO energy, the calculation gives -0.338 hartree. Its total energy is -38906.117 eV. The HOMO-LUMO gap comes out at 0.3461 Eh.

```
! wB97M-V def2-TZVPD RIJCOSX def2/J DEFGRID3
* xyz 0 1
O -1.100 -2.582 -2.579
H -0.284 -2.507 -2.084
H -1.135 -1.784 -3.107
O 1.377 -2.381 -2.122
H 2.054 -2.746 -2.693
H 1.427 -1.436 -2.265
O 2.821 -2.178 -0.180
H 2.351 -2.787 0.389
H 2.172 -1.904 -0.828
O 3.789 -0.928 1.184
H 3.190 -0.934 1.930
H 3.324 -1.410 0.499
O 2.851 1.074 -1.030
H 3.445 1.345 -0.330
H 3.382 0.508 -1.590
O 0.927 3.092 1.966
H 0.107 3.447 2.309
H 0.927 2.176 2.245
C -2.754 -4.679 1.149
C -3.509 -3.525 0.603
C -2.654 -2.313 0.251
O -4.292 -3.896 -0.500
H -2.194 -5.215 0.383
H -3.466 -5.405 1.543
H -2.078 -4.310 1.921
H -4.226 -3.142 1.329
H -3.245 -1.600 -0.324
H -1.800 -2.627 -0.349
H -2.401 -1.781 1.168
H -5.130 -3.428 -0.479
C 0.478 1.084 0.383
C 0.790 -0.361 -0.010
C -0.472 -1.317 -0.148
O 1.522 -0.298 -1.229
H 1.332 1.743 0.223
H 0.149 1.101 1.422
H -0.275 1.542 -0.258
H 1.451 -0.711 0.782
H -1.173 -0.785 -0.791
H -0.907 -1.613 0.807
H -0.182 -2.297 -0.526
H 2.215 0.356 -1.107
C -2.658 0.491 0.164
C -3.411 0.033 1.447
C -2.524 0.220 2.710
O -4.609 0.785 1.590
H -1.642 0.137 0.337
H -2.769 1.555 -0.043
H -3.168 0.020 -0.677
H -3.902 -0.934 1.333
H -3.066 -0.083 3.606
H -2.291 1.270 2.883
H -1.564 -0.290 2.627
H -5.080 0.416 2.341
C -2.324 1.720 -1.717
C -1.456 1.986 -2.982
C 0.019 1.893 -2.517
O -1.820 1.064 -3.935
H -3.403 1.618 -1.834
H -2.087 2.483 -0.975
H -2.034 0.812 -1.189
H -1.627 3.017 -3.291
H 0.196 2.776 -1.904
H 0.653 1.852 -3.403
H 0.245 0.949 -2.021
H -2.726 1.294 -4.154
C 3.165 2.565 1.220
C 4.584 2.890 0.687
C 5.722 2.742 1.689
O 4.882 1.857 -0.285
H 2.786 3.237 1.991
H 3.184 1.555 1.630
H 2.465 2.536 0.385
H 4.572 3.875 0.221
H 5.612 1.722 2.059
H 5.598 3.339 2.592
H 6.696 2.975 1.257
H 4.978 1.034 0.200
*
```

=====

Question: What is the HOMO in the second record?
Answer: -0.338 hartree

=====

Question: Which formula does entry 2 have?
Answer: C15H52N14O11

=====

Question: Which value of HOMO does entry 5 give?
Answer: -0.338 hartree